# 1
{
  "formula": "C4H10NS",
  "method": "ωB97M-V with the def2-TZVPD basis set",
  "symbols": ["C", "N", "C", "C", "C", "S", "H", "H", "H", "H", "H", "H", "H", "H", "H", "H"],
  "positions_angstrom": [[-1.887, -1.047, 0.317], [-0.427, -1.047, 0.253], [0.186, 0.159, -0.307], [0.330, 1.343, 0.676], [1.561, -0.200, -0.874], [2.105, 1.069, -2.102], [-2.326, -0.356, 1.052], [-2.210, -0.783, -0.682], [-2.195, -2.068, 0.544], [-0.063, -1.221, 1.183], [-0.391, 0.525, -1.148], [0.405, 1.055, 1.721], [-0.216, 2.248, 0.420], [1.339, 1.734, 0.511], [2.349, -0.292, -0.126], [1.439, -1.120, -1.438]],
  "forces_ev_per_a": [[0.87, -0.07, -0.02], [-0.57, -0.07, 0.25], [0.74, 0.22, 0.75], [1.57, 0.33, -0.63], [-0.14, 0.62, -1.24], [0.11, 0.04, 0.18], [-0.06, 0.07, -0.06], [-0.47, 0.03, -0.12], [-0.32, 0.03, 0.02], [0.18, 0.03, -0.07], [-0.31, -0.31, -0.27], [-0.88, -0.04, 0.33], [-0.83, -0.27, 0.53], [0.18, -0.07, -0.23], [-0.21, -0.22, 0.32], [0.13, -0.33, 0.25]],
  "e_above_lowest_kcal_mol": 10.9,
  "total_energy_ev": -16635.640,
  "charge": -1,
  "lumo_energy_ev": 3.8
}

# 2
{
  "formula": "C4H10NS",
  "method": "ωB97M-V with the def2-TZVPD basis set",
  "symbols": ["C", "C", "H", "H", "H", "H", "C", "C", "S", "N", "H", "H", "H", "H", "H", "H"],
  "positions_angstrom": [[1.172, 0.056, 2.722], [-0.105, 0.418, 2.686], [1.482, -0.928, 3.048], [1.951, 0.744, 2.413], [-0.865, -0.321, 2.913], [-0.422, 1.416, 2.432], [0.795, -0.611, -1.784], [-0.517, 0.165, -1.944], [-1.064, 0.921, -0.373], [0.759, -1.630, -0.734], [1.550, 0.128, -1.479], [1.122, -1.047, -2.738], [-1.259, -0.533, -2.368], [-0.384, 0.983, -2.657], [0.173, -2.393, -1.065], [0.227, -1.194, 0.024]],
  "forces_ev_per_a": [[-0.12, 0.35, 0.18], [0.40, -0.45, 0.29], [-0.03, -0.10, -0.21], [0.04, -0.01, 0.09], [-0.15, 0.18, 0.07], [-0.04, -0.04, -0.27], [0.21, 0.73, 0.29], [-0.11, -0.08, -0.01], [-0.19, -0.13, -0.18], [-0.05, -0.28, -0.27], [0.03, -0.13, -0.13], [-0.05, -0.12, 0.09], [-0.07, 0.20, 0.14], [0.11, -0.17, -0.22], [-0.04, 0.01, 0.08], [0.06, 0.03, 0.05]],
  "e_above_lowest_kcal_mol": 18.1,
  "total_energy_ev": -16635.328,
  "charge": -1,
  "lumo_energy_ev": 4.3
}

# 3
{
  "formula": "C4H10NS",
  "method": "ωB97M-V with the def2-TZVPD basis set",
  "symbols": ["C", "N", "C", "C", "S", "C", "H", "H", "H", "H", "H", "H", "H", "H", "H", "H"],
  "positions_angstrom": [[0.762, -0.435, 0.832], [-0.389, 0.415, 0.518], [-0.247, 1.251, -0.680], [-0.641, 0.592, -2.012], [-0.638, 1.734, -3.449], [0.407, -1.354, 1.995], [1.623, 0.199, 1.059], [1.058, -1.037, -0.038], [-1.179, -0.222, 0.435], [-0.842, 2.159, -0.577], [0.804, 1.525, -0.761], [0.073, -0.205, -2.233], [-1.620, 0.131, -1.891], [-0.288, -2.124, 1.638], [-0.147, -0.766, 2.728], [1.265, -1.865, 2.436]],
  "forces_ev_per_a": [[0.09, -0.02, -0.22], [0.00, -0.18, 0.13], [-0.16, -0.49, -0.32], [0.39, 0.14, -0.10], [-0.07, 0.04, 0.10], [-0.23, 0.33, -0.45], [-0.05, 0.10, 0.13], [0.09, -0.09, -0.01], [-0.02, 0.31, -0.08], [0.03, 0.12, 0.08], [0.08, 0.30, 0.07], [-0.07, -0.14, 0.13], [-0.23, -0.07, 0.01], [0.03, -0.16, 0.12], [0.12, -0.10, 0.31], [0.02, -0.10, 0.11]],
  "e_above_lowest_kcal_mol": 0.0,
  "total_energy_ev": -16632.229,
  "charge": -2,
  "multiplicity": 2,
  "lumo_energy_ev": [5.9, 5.8]
}

# 4
{
  "formula": "C4H10NS",
  "method": "ωB97M-V with the def2-TZVPD basis set",
  "symbols": ["C", "C", "S", "C", "N", "C", "H", "H", "H", "H", "H", "H", "H", "H", "H", "H"],
  "positions_angstrom": [[0.125, 0.082, -1.419], [-0.772, 1.211, -0.984], [-1.468, 2.184, -2.424], [0.901, -0.655, -0.252], [0.074, -1.226, 0.809], [0.057, -0.453, 2.071], [-0.436, -0.744, -1.887], [0.859, 0.299, -2.196], [-0.230, 1.892, -0.324], [-1.669, 0.913, -0.454], [1.429, -1.482, -0.746], [1.588, 0.089, 0.146], [-0.874, -1.274, 0.454], [1.100, -0.271, 2.360], [-0.246, -1.072, 2.922], [-0.437, 0.506, 1.925]],
  "forces_ev_per_a": [[0.14, -2.18, 0.98], [-0.26, 1.10, -1.04], [0.25, -0.12, 0.14], [-0.57, 0.71, -1.02], [-0.15, 0.22, 0.25], [0.99, -0.65, -0.70], [-0.43, 0.38, -0.03], [0.04, 0.72, 0.09], [0.10, -0.04, -0.01], [0.17, -0.57, 0.33], [0.37, 0.18, 0.14], [0.24, -0.30, 0.37], [-0.03, -0.07, 0.11], [0.04, 0.24, -0.13], [-0.62, 0.21, -0.02], [-0.27, 0.14, 0.53]],
  "e_above_lowest_kcal_mol": 14.0,
  "total_energy_ev": -16631.624,
  "charge": -2,
  "multiplicity": 2,
  "lumo_energy_ev": [6.1, 5.9]
}

# 5
{
  "formula": "C4H10NS",
  "method": "ωB97M-V with the def2-TZVPD basis set",
  "symbols": ["C", "C", "C", "C", "N", "S", "H", "H", "H", "H", "H", "H", "H", "H", "H", "H"],
  "positions_angstrom": [[-0.148, 1.140, -1.534], [2.084, -0.015, -1.448], [1.024, 0.794, 0.721], [1.030, 0.734, -0.682], [-1.949, -0.183, 0.692], [-0.701, 2.669, -1.635], [-0.130, 0.580, -2.536], [1.699, -0.793, -2.067], [2.836, -0.589, -0.767], [2.676, 0.650, -2.153], [-0.002, 1.180, 1.234], [1.755, 0.457, 1.439], [-1.079, -0.198, -0.045], [-2.409, 0.720, 0.842], [-1.348, -0.664, 1.402], [-2.792, -0.791, 0.678]],
  "forces_ev_per_a": [[2.29, 1.07, -2.20], [2.81, 0.19, 0.76], [-3.55, 0.90, -1.83], [-0.77, -1.36, 3.11], [1.61, -2.08, -0.48], [-0.44, -0.77, 0.64], [-0.69, 0.19, 1.62], [-0.79, -0.47, -0.53], [-1.26, 1.39, -0.98], [-0.67, -0.60, 0.95], [2.83, -0.39, -1.20], [0.37, -0.04, -0.43], [-2.96, 0.38, 0.68], [1.31, 0.41, 0.48], [-1.00, 1.47, 0.70], [0.90, -0.29, -1.30]],
  "e_above_lowest_kcal_mol": 78.4,
  "total_energy_ev": -16625.566,
  "charge": 1,
  "lumo_energy_ev": -5.0
}

# 6
{
  "formula": "C4H10NS",
  "method": "ωB97M-V with the def2-TZVPD basis set",
  "symbols": ["C", "C", "C", "C", "N", "S", "H", "H", "H", "H", "H", "H", "H", "H", "H", "H"],
  "positions_angstrom": [[0.217, 0.534, -1.430], [0.954, -0.398, 0.191], [-0.367, 0.436, -0.081], [-0.576, 1.708, 0.715], [0.769, -1.842, 0.077], [-1.779, -0.616, 0.074], [0.966, 1.280, -1.773], [-0.253, 0.039, -2.250], [2.021, 0.004, 0.314], [-0.379, 1.422, 1.714], [-1.520, 2.052, 0.643], [0.082, 2.518, 0.434], [-0.228, -2.103, -0.195], [1.040, -2.210, 0.955], [1.222, -2.180, -0.786], [-2.168, -0.645, 1.399]],
  "forces_ev_per_a": [[1.42, -1.10, 1.79], [-0.82, 2.94, -3.59], [1.47, 1.24, 1.29], [3.14, -1.07, -0.08], [-0.23, 0.29, -2.76], [-2.02, -0.88, -0.64], [-0.83, -0.26, 0.98], [-0.03, -0.98, -0.33], [-1.97, -0.79, 0.02], [0.13, 0.14, 1.36], [-3.28, 1.04, -0.40], [0.42, 0.01, -0.12], [0.31, 0.79, 1.31], [0.49, -1.48, 0.76], [0.89, -0.41, 1.07], [0.91, 0.51, -0.68]],
  "e_above_lowest_kcal_mol": 79.1,
  "total_energy_ev": -16625.535,
  "charge": 1,
  "lumo_energy_ev": -3.8
}

# 7
{
  "formula": "C4H10NS",
  "method": "ωB97M-V with the def2-TZVPD basis set",
  "symbols": ["C", "C", "C", "C", "N", "S", "H", "H", "H", "H", "H", "H", "H", "H", "H", "H"],
  "positions_angstrom": [[0.653, -0.306, 0.373], [-0.485, 0.142, 1.307], [1.717, 0.774, 0.001], [-1.092, -1.253, -1.136], [-0.308, -0.126, -0.695], [-0.645, 1.713, 1.799], [1.175, -1.151, 0.574], [-1.268, -0.548, 1.499], [2.398, 0.392, -0.689], [2.451, 1.122, 0.636], [1.259, 1.700, -0.283], [-1.518, -1.831, -0.380], [-1.846, -0.994, -1.939], [-0.426, -1.871, -1.718], [0.000, 0.558, -1.367], [-2.063, 1.678, 2.016]],
  "forces_ev_per_a": [[-0.30, 5.15, -0.21], [1.36, 0.32, -2.07], [-1.49, -0.20, 0.79], [0.26, 0.57, -3.66], [-0.81, -1.12, 1.53], [-1.80, 0.41, 0.72], [0.67, -3.19, 0.34], [-0.49, -0.61, 0.09], [0.36, -0.85, -2.11], [1.09, 0.25, 2.84], [-0.44, 0.36, -0.81], [-0.72, -0.64, 1.39], [0.47, 0.23, 1.40], [0.31, -0.80, 0.02], [-0.33, 0.07, -0.14], [1.87, 0.05, -0.11]],
  "e_above_lowest_kcal_mol": 66.1,
  "total_energy_ev": -16626.100,
  "charge": 1,
  "lumo_energy_ev": -5.1
}

# 8
{
  "formula": "C4H10NS",
  "method": "ωB97M-V with the def2-TZVPD basis set",
  "symbols": ["C", "C", "C", "C", "N", "S", "H", "H", "H", "H", "H", "H", "H", "H", "H", "H"],
  "positions_angstrom": [[-0.620, -0.813, -2.092], [-1.505, 0.142, -1.207], [-0.445, -0.768, -0.681], [-0.366, -0.449, 1.934], [2.007, 1.030, 0.575], [0.538, -1.142, 0.562], [-1.003, -1.703, -2.529], [0.292, -0.424, -2.632], [-1.247, 1.281, -1.001], [-2.624, 0.039, -1.040], [-1.125, -1.002, 2.413], [-1.007, 0.388, 1.573], [0.343, -0.212, 2.581], [2.360, 0.962, -0.350], [2.861, 0.735, 1.199], [1.543, 1.936, 0.696]],
  "forces_ev_per_a": [[1.59, 1.89, -0.48], [0.28, 1.38, 0.95], [-0.42, -0.36, 1.77], [-3.04, 0.84, -3.10], [1.63, -1.02, 1.86], [-2.01, -0.33, -1.42], [-0.70, -0.53, -0.30], [-1.31, -0.14, 0.22], [-0.18, -2.40, -0.98], [1.64, -0.57, -0.35], [-0.38, -1.83, 0.25], [1.15, -0.01, 0.14], [2.91, 1.59, 3.07], [0.23, 0.13, -0.96], [-2.38, 1.69, -1.20], [0.99, -0.35, 0.51]],
  "e_above_lowest_kcal_mol": 79.5,
  "total_energy_ev": -16625.518,
  "charge": 1,
  "lumo_energy_ev": -5.1
}

# 9
{
  "formula": "C4H10NSi",
  "method": "ωB97M-V with the def2-TZVPD basis set",
  "symbols": ["C", "C", "Si", "C", "C", "N", "H", "H", "H", "H", "H", "H", "H", "H", "H", "H"],
  "positions_angstrom": [[-1.641, 1.512, -0.665], [-0.735, 1.670, 0.598], [1.049, 0.962, 0.227], [1.134, -1.016, -0.130], [0.940, -2.123, -0.467], [0.969, -3.476, -0.508], [-1.741, 0.429, -0.841], [-1.301, 1.902, -1.586], [-2.527, 1.959, -0.250], [-0.615, 2.741, 0.860], [-1.150, 0.955, 1.299], [1.321, 1.437, -1.212], [2.167, 1.235, 1.001], [1.432, -3.766, -1.313], [0.057, -3.975, -0.428], [1.678, -3.634, 0.252]],
  "forces_ev_per_a": [[0.60, -1.28, 1.96], [1.92, -1.08, -1.48], [-1.83, -0.38, -3.13], [-0.32, 5.06, 1.25], [-0.98, -0.24, -0.61], [0.36, -1.38, 2.15], [-0.51, 0.36, 0.09], [0.39, 1.01, -0.71], [-0.96, -0.01, -0.91], [-0.21, -0.85, 0.46], [-0.25, 0.79, 0.86], [0.03, -0.34, 0.95], [1.32, 0.26, 1.34], [0.88, -1.09, -2.34], [0.68, 0.30, 0.34], [-1.12, -1.13, -0.22]],
  "e_above_lowest_kcal_mol": 86.4,
  "total_energy_ev": -13667.331,
  "charge": 1,
  "lumo_energy_ev": -4.2
}

# 10
{
  "formula": "C4H10NSi",
  "method": "ωB97M-V with the def2-TZVPD basis set",
  "symbols": ["C", "C", "Si", "C", "C", "N", "H", "H", "H", "H", "H", "H", "H", "H", "H", "H"],
  "positions_angstrom": [[-1.052, 1.639, -0.136], [-0.976, 0.271, 0.641], [-2.182, -1.147, -0.017], [0.588, -0.135, 0.506], [1.758, -0.192, 0.258], [3.075, -0.538, -0.144], [-0.298, 2.362, 0.329], [-1.962, 2.096, -0.156], [-0.756, 1.503, -1.240], [-1.168, 0.601, 1.613], [-2.071, -1.379, -1.423], [-3.577, -0.877, 0.478], [-1.540, -2.484, 0.521], [3.295, 0.171, -0.910], [3.036, -1.320, -0.870], [3.833, -0.571, 0.550]],
  "forces_ev_per_a": [[4.27, -1.01, -1.40], [2.42, -0.10, -2.84], [1.10, -0.96, 2.05], [-3.35, 1.03, 0.33], [0.50, -0.86, 0.50], [-0.77, 0.92, -3.90], [-1.05, -0.91, -0.67], [-2.73, 0.95, 0.34], [-0.32, 0.18, 1.61], [-0.16, -0.41, 1.94], [-0.04, 0.40, -1.01], [0.62, -0.07, -0.24], [-0.81, 1.26, -0.16], [0.43, -0.09, 1.56], [0.23, -0.07, 1.97], [-0.33, -0.27, -0.09]],
  "e_above_lowest_kcal_mol": 98.9,
  "total_energy_ev": -13666.789,
  "charge": 1,
  "lumo_energy_ev": -4.3
}

# 11
{
  "formula": "C4H10O",
  "method": "ωB97M-V with the def2-TZVPD basis set",
  "symbols": ["C", "O", "C", "C", "C", "H", "H", "H", "H", "H", "H", "H", "H", "H", "H"],
  "positions_angstrom": [[0.144, -0.794, 0.803], [3.309, -0.020, 0.419], [0.087, -0.707, -0.753], [-1.125, -0.363, 0.243], [-1.567, 1.078, 0.047], [2.358, -0.120, 0.577], [0.101, -1.422, 1.691], [3.595, 0.700, 0.993], [0.717, 0.134, -0.987], [0.351, -1.658, -1.191], [-1.118, -0.004, -2.032], [-1.852, -1.174, 0.227], [-2.646, 1.175, 0.166], [-1.052, 1.743, 0.747], [-1.302, 1.432, -0.950]],
  "forces_ev_per_a": [[-1.71, 1.78, 1.03], [0.03, 0.11, 0.01], [0.75, 1.06, -0.52], [1.27, -0.14, -0.32], [0.24, 0.39, 0.22], [-0.02, -0.01, 0.13], [0.15, -1.48, -0.99], [-0.11, -0.14, -0.09], [-0.19, -0.07, -0.61], [-0.12, -0.10, -0.29], [0.65, -1.58, 0.79], [-0.67, 0.47, 0.36], [0.03, -0.05, 0.16], [-0.17, -0.09, 0.16], [-0.14, -0.14, -0.06]],
  "e_above_lowest_kcal_mol": 184.6,
  "total_energy_ev": -6349.800,
  "charge": 0,
  "lumo_energy_ev": -1.5
}

# 12
{
  "formula": "C4H10O",
  "method": "ωB97M-V with the def2-TZVPD basis set",
  "symbols": ["C", "C", "H", "H", "H", "H", "C", "C", "O", "H", "H", "H", "H", "H", "H"],
  "positions_angstrom": [[-1.605, 1.678, 3.150], [-0.987, 0.522, 2.986], [-2.343, 1.820, 3.933], [-1.528, 2.489, 2.426], [-1.047, -0.352, 3.639], [-0.333, 0.304, 2.156], [1.655, -0.592, -2.572], [0.252, -0.780, -2.054], [0.263, -1.401, -0.766], [2.195, 0.198, -2.046], [2.221, -1.510, -2.432], [1.718, -0.419, -3.653], [-0.369, -1.414, -2.685], [-0.261, 0.182, -1.994], [0.169, -0.727, -0.087]],
  "forces_ev_per_a": [[-0.59, -0.06, -0.24], [0.34, -0.70, 0.08], [0.28, 0.04, 0.13], [0.17, -0.20, 0.17], [-0.39, 0.52, 0.15], [0.19, 0.40, -0.29], [0.53, -0.35, -0.44], [-0.28, 0.24, 0.32], [-0.04, 0.06, 0.11], [-0.14, 0.03, -0.04], [0.02, -0.19, 0.22], [-0.30, 0.31, 0.16], [0.22, -0.11, -0.19], [-0.06, 0.07, -0.04], [0.05, -0.06, -0.11]],
  "e_above_lowest_kcal_mol": 36.0,
  "total_energy_ev": -6356.240,
  "charge": 0,
  "lumo_energy_ev": 0.9
}